Below is a structure of composition C6H13O2, with properties calculated with ωB97M-V/def2-TZVPD.

Atoms and positions in Å:
C (-2.6923, -0.1170, 0.5684)
O (-4.0058, -0.2318, 0.5924)
C (-1.9460, 0.4357, -0.7339)
C (-0.5371, 0.6959, -0.5166)
C (0.4770, -0.4482, -0.1397)
C (1.7760, -0.5298, -0.7507)
C (2.7903, -1.5133, -0.1386)
H (-2.2847, 0.6490, 1.3312)
H (-2.0433, -1.0089, 0.6823)
H (-2.4465, 1.4045, -1.0567)
H (-2.1864, -0.2615, -1.5495)
H (-0.4664, 1.5186, 0.3039)
H (-0.3934, 1.2574, -1.4566)
H (0.0137, -1.2935, 0.3223)
H (1.8747, -0.1540, -1.8285)
H (3.1960, -1.1509, 0.8253)
H (2.4628, -2.5921, -0.1980)
H (3.6840, -1.5041, -0.7898)
H (3.7025, 2.1694, 1.3489)
H (1.5559, 0.2027, 0.1825)
O (3.2713, 1.4348, 0.9262)

Atoms 1-3, force components in eV/Å:
0.407 1.946 -0.296
0.480 -0.376 -0.421
-4.341 -0.540 0.363

## Properties
* frontier orbital gap: 4.657 eV
* energy relative to the best compared isomer or geometry (same formula, charge and spin): 195.40 kcal per mole
* LUMO level: 1.61 eV
* electronic energy: -386.6481 hartree
* charge: -1

Mulliken atomic charge list, values in e, 4 entries: C -0.16; O -0.84; C -0.87; C -0.18